60
Properties=species:S:1:pos:R:3:forces:R:3 method="wB97M-V/def2-TZVPD" gap_ev=6.8 total_energy_ev=-181675.407 homo_ev=-8.34 molar_mass_g_mol=994.44
Pd -1.133 0.263 1.013 -0.3 -0.1 -0.3
Ge -4.169 -0.101 -0.441 -0.1 0.1 -0.2
Cl 1.301 -0.810 0.584 0.3 -0.2 0.2
Cl 1.225 1.116 5.701 0.0 0.0 0.0
S -2.103 -0.206 -1.090 -0.1 0.1 0.1
S -0.429 0.486 3.165 0.2 0.0 0.1
F -2.298 -1.642 1.671 -0.1 -0.2 0.0
F -7.389 4.126 -1.144 0.0 0.0 0.0
F -5.560 -3.007 4.728 0.0 0.0 0.0
F -7.501 -1.878 3.208 0.0 0.0 0.0
F -4.526 1.044 -3.238 0.0 0.0 0.0
F -4.060 4.506 2.156 0.0 0.0 0.0
F -3.345 1.982 1.729 0.0 0.0 -0.1
F -7.010 -3.765 -3.059 0.0 0.0 0.0
F -6.927 -2.353 -5.381 0.0 0.0 0.0
F -2.963 -2.872 3.937 0.0 0.0 0.0
F -6.099 5.614 0.724 0.0 0.0 0.0
F -6.858 -0.622 0.914 0.0 0.0 0.0
F -6.667 1.630 -1.619 0.0 0.0 0.0
F -5.869 -2.798 -0.851 0.0 0.0 0.0
F -5.673 0.059 -5.454 0.0 0.0 0.0
N -0.620 2.194 0.509 -0.1 0.5 0.1
N 2.483 5.346 2.297 0.1 0.0 0.0
C -4.572 -1.084 1.202 0.2 -0.1 0.2
C 1.630 4.838 1.721 0.0 0.0 0.0
C -5.182 -0.820 -1.955 0.1 -0.2 0.0
C -3.617 -1.671 2.011 0.0 0.0 0.0
C -1.375 2.886 -0.360 0.1 0.0 0.1
C -6.362 -1.864 -4.283 0.0 0.0 0.1
C 0.569 4.204 0.990 0.1 0.0 0.0
C -1.214 4.243 -0.574 0.0 0.0 0.0
C 1.301 0.143 3.163 0.0 0.0 0.1
C 3.391 0.188 4.440 0.0 0.0 0.0
C -5.241 -2.391 3.599 0.1 0.0 -0.1
C 4.085 -0.362 3.375 0.0 0.0 0.0
C -6.231 -1.811 2.820 0.0 0.0 0.0
C 2.036 0.432 4.327 -0.1 0.0 0.1
C -0.232 4.925 0.114 0.0 0.0 0.0
C -5.143 -0.147 -3.163 0.0 0.1 -0.1
C -6.405 -2.579 -3.099 0.0 0.1 0.0
C -4.683 3.800 1.213 -0.1 -0.1 -0.1
C -5.719 4.364 0.490 0.0 0.0 0.0
C 2.054 -0.404 2.118 -0.2 0.0 -0.2
C -6.369 3.603 -0.467 0.0 0.0 0.1
C -5.957 2.301 -0.706 0.0 0.0 0.0
C -3.916 -2.321 3.195 -0.1 0.0 0.0
C -4.315 2.492 0.947 0.0 0.0 0.1
C -5.878 -1.170 1.646 -0.1 0.0 0.0
C -4.894 1.706 -0.037 -0.1 0.2 0.0
C 0.343 2.847 1.170 0.0 -0.1 -0.2
C -5.810 -2.050 -1.964 -0.1 -0.1 0.0
C 3.412 -0.661 2.205 0.0 0.1 0.1
C -5.723 -0.633 -4.318 0.0 -0.1 0.0
H 5.146 -0.552 3.458 0.0 0.0 0.0
H -1.859 4.747 -1.279 0.0 0.0 0.0
H -2.115 2.315 -0.899 0.0 0.0 0.0
H 0.953 2.280 1.853 0.0 0.0 0.0
H 3.891 0.435 5.365 0.0 0.0 0.0
H 3.922 -1.089 1.355 0.0 0.0 0.0
H -0.075 5.986 -0.024 0.0 0.0 0.0



139
Properties=species:S:1:pos:R:3:forces:R:3 method="wB97M-V/def2-TZVPD" charge=+1 gap_ev=6.3 total_energy_ev=-167386.559 homo_ev=-9.31 molar_mass_g_mol=1041.28
S -5.762 -3.726 6.114 0.0 0.1 -0.1
S -0.823 4.845 2.940 0.2 0.3 -0.1
S -1.997 1.088 1.256 -0.2 -0.3 0.3
S -6.626 -2.082 -2.112 0.1 -0.1 0.0
S 12.101 -1.886 0.815 0.1 0.0 0.0
S -3.920 -4.191 0.896 -0.1 0.0 0.1
S -13.530 4.586 1.656 0.1 0.0 -0.1
S -9.627 2.740 -0.751 -0.1 0.0 0.0
P 5.703 -0.261 -0.220 -3.7 0.5 2.3
O -3.972 -4.901 -0.418 0.3 -0.1 0.4
O 8.612 -1.020 -0.736 -1.7 0.9 -1.5
O -13.590 3.880 0.343 0.1 0.1 0.3
O 5.927 -1.843 0.318 1.0 1.9 -1.0
O 2.739 2.512 -3.677 0.4 0.9 1.1
O -1.772 2.212 0.297 -0.3 0.2 0.2
O 8.894 0.688 -2.404 -2.1 -1.5 1.8
O 1.831 -4.113 0.350 0.3 0.3 -0.6
O 0.694 1.915 -2.888 0.7 0.1 0.8
O 3.220 -4.251 -2.814 0.6 1.1 0.2
O -6.338 -1.456 -0.786 0.1 0.0 -0.3
O -9.336 3.363 0.575 0.1 -0.1 -0.3
O 12.567 -1.472 -0.541 -0.1 0.0 0.2
O -5.318 -3.239 4.773 0.1 -0.1 0.3
O 0.647 4.585 2.956 -0.2 0.1 0.0
O 4.709 -3.012 -4.121 -0.5 0.3 0.0
O 0.943 -0.282 0.129 -0.1 0.5 -0.8
O 6.328 0.868 0.854 1.0 -2.2 -1.9
N 6.505 -0.033 -1.872 2.3 0.5 0.6
C 3.577 -4.104 -1.443 -0.3 -0.8 1.1
C -8.316 1.549 -1.087 0.1 0.0 0.1
C 4.885 0.673 -4.392 1.1 0.2 1.6
C -5.684 -2.328 7.248 0.1 0.1 0.0
C -9.134 3.920 -2.021 0.1 0.1 0.0
C -1.238 5.510 1.319 0.1 0.0 -0.1
C 13.457 -2.763 1.615 0.1 0.0 0.0
C -11.789 4.749 2.101 0.0 -0.1 0.1
C 1.430 0.661 -0.836 1.0 1.0 0.1
C 12.177 -0.432 1.881 0.1 0.1 0.0
C -1.110 6.377 3.848 0.1 0.1 0.0
C 3.406 -3.063 -3.525 -1.2 -0.2 -0.3
C 10.284 0.413 -2.098 1.7 0.9 -0.8
C 0.312 1.476 -1.585 -0.4 -0.8 0.8
C 4.029 2.694 -3.122 1.1 -0.5 -0.3
C 4.649 1.270 -2.940 0.6 0.7 -1.1
C 6.098 1.351 -2.301 -2.2 1.1 -0.9
C -4.318 -5.395 2.175 0.1 -0.2 0.1
C 1.694 2.932 -2.815 -1.5 -0.3 -0.6
C -3.589 0.347 0.860 0.0 0.1 -0.1
C 2.528 -3.294 -0.587 1.1 0.7 -0.2
C 5.940 -1.119 -2.740 -0.1 -1.2 -0.7
C 4.809 -1.830 -4.923 0.2 -0.2 -0.1
C -6.134 -0.900 -3.383 0.0 0.1 0.0
C -2.514 1.808 2.824 0.0 0.0 0.1
C -5.312 -3.266 -2.446 -0.2 0.1 -0.2
C -2.182 -4.017 1.346 0.1 -0.1 0.0
C 5.665 -0.695 -4.216 -0.9 -0.2 -0.9
C -13.932 3.381 2.936 0.0 -0.1 0.0
C -4.382 -4.630 6.843 0.1 0.0 0.0
B 8.020 -0.126 -1.685 3.2 0.4 -0.7
H 6.405 -2.392 -0.318 0.1 -0.3 0.3
H -3.839 -0.401 1.614 0.0 0.0 0.0
H 10.573 -0.591 -2.461 -0.2 0.5 0.6
H 6.083 2.075 -1.458 0.3 -0.8 -0.2
H 1.840 -2.740 -1.268 0.2 -0.6 0.5
H 6.680 -1.958 -2.763 -0.6 0.6 0.1
H 2.062 1.416 -0.287 -0.3 -0.6 -0.4
H -11.710 5.152 3.112 -0.1 0.0 0.0
H -5.418 -3.653 -3.461 -0.1 0.1 0.0
H -0.467 7.166 3.455 0.0 -0.1 0.0
H 2.006 3.101 -1.761 0.1 -0.2 -0.7
H -4.221 -5.537 6.261 -0.1 0.0 0.0
H -2.283 5.825 1.311 0.0 -0.1 0.0
H -2.801 1.014 3.515 0.0 -0.1 -0.1
H -3.683 -6.276 2.066 0.0 0.0 -0.1
H -4.699 -1.862 7.195 0.0 -0.1 -0.1
H -6.803 -0.042 -3.335 0.0 -0.1 0.0
H -0.588 6.355 1.089 0.0 0.0 0.1
H 10.888 1.146 -2.685 -0.6 -0.5 0.4
H -4.360 1.117 0.825 0.0 0.0 0.0
H 1.743 -0.610 0.547 -0.1 -0.1 0.3
H -0.874 6.204 4.897 0.0 -0.1 -0.1
H 11.958 -0.724 2.908 0.0 0.0 0.0
H -8.402 0.729 -0.376 0.0 0.0 0.0
H -14.978 3.100 2.826 0.0 0.1 -0.1
H -5.396 -4.085 -1.737 0.0 0.1 0.0
H 5.036 -1.529 -2.222 0.6 0.5 -0.5
H 6.753 1.770 -3.091 0.1 -0.6 0.7
H 4.059 3.280 -2.175 -0.4 -0.4 -0.4
H -13.303 2.497 2.822 0.0 0.1 -0.1
H 11.429 0.283 1.540 0.0 -0.1 0.0
H 3.940 0.665 -2.339 0.6 0.3 -0.3
H -9.803 4.778 -1.970 0.0 -0.1 0.1
H -5.884 -2.673 8.263 0.0 0.0 0.0
H -5.361 -5.685 2.064 0.0 0.1 -0.1
H 4.660 3.260 -3.856 -0.5 -0.4 0.5
H 2.134 0.146 -1.542 -0.8 0.3 0.1
H -6.445 -1.606 6.955 0.0 -0.1 -0.1
H -13.778 3.830 3.918 0.0 0.0 0.0
H -8.428 1.163 -2.100 -0.1 0.0 0.0
H 13.167 0.020 1.820 0.0 -0.1 -0.1
H 13.618 -3.700 1.084 -0.1 0.1 0.0
H 0.017 2.358 -0.985 0.2 -0.7 -0.2
H -3.481 -4.016 6.816 -0.1 0.0 0.0
H -11.317 5.435 1.401 -0.1 -0.1 0.0
H -5.108 -0.572 -3.206 0.0 0.0 0.1
H 2.606 -3.039 -4.307 0.8 -0.1 0.3
H -4.341 -2.784 -2.328 0.0 0.0 0.1
H -2.109 -3.613 2.356 -0.1 0.0 0.0
H 5.581 1.402 -4.876 -0.7 -0.5 0.1
H -1.685 -4.987 1.290 -0.1 0.0 0.0
H -8.108 4.247 -1.845 0.0 0.0 0.1
H -11.297 3.779 2.042 0.0 0.0 -0.1
H 10.551 0.595 -1.037 -0.5 -0.5 -0.7
H 2.038 -3.750 1.212 -0.2 -0.2 0.2
H 5.287 -2.071 -5.903 -0.3 -0.1 0.8
H -1.092 4.723 0.580 -0.1 -0.1 0.1
H 8.422 -1.927 -1.006 0.3 -0.2 0.5
H -1.672 2.361 3.237 -0.1 -0.1 -0.1
H -9.218 3.453 -3.003 0.0 0.0 0.0
H -4.172 -4.944 3.157 -0.1 0.1 -0.1
H 3.771 -1.508 -5.161 0.7 0.2 0.2
H -4.626 -4.898 7.871 0.0 0.0 0.0
H 14.364 -2.160 1.572 -0.1 0.0 -0.1
H 3.108 -2.521 -0.015 -0.4 -0.4 -0.5
H 6.638 -0.669 -4.763 -0.6 0.2 0.6
H 3.951 0.595 -4.979 0.6 -0.1 0.4
H -3.514 -0.135 -0.114 0.0 0.0 0.0
H 1.222 3.861 -3.202 0.5 -0.4 0.1
H 3.598 -5.130 -1.000 0.0 0.7 -0.5
H -0.593 0.829 -1.642 0.7 0.5 -0.3
H -3.352 2.487 2.663 0.0 0.0 -0.1
H 4.618 -3.706 -1.320 -0.8 -0.1 -0.3
H -7.342 2.027 -0.972 0.0 0.0 0.0
H 3.217 -2.155 -2.885 0.3 -0.6 -0.3
H -1.712 -3.327 0.645 -0.1 0.0 0.0
H 7.284 0.749 1.003 -0.1 0.2 0.4
H 13.191 -2.974 2.651 -0.1 0.0 0.0
H -6.215 -1.368 -4.365 0.0 0.0 0.0
H -2.158 6.663 3.754 0.0 -0.1 0.0



150
Properties=species:S:1:pos:R:3:forces:R:3 method="wB97M-V/def2-TZVPD" gap_ev=9.4 total_energy_ev=-219500.803 smiles="COP(=O)(OC)OC.COP(=O)(OC)OC.COP(=O)(OC)OC.COP(=O)(OC)OC.COP(=O)(OC)OC.COP(=O)(OC)OC.CNC(C)=O.CNC(C)=O.ClCCCl.ClCCCl.ClCCCl" homo_ev=-9.13 molar_mass_g_mol=1283.52
Cl 2.738 -4.288 6.353 2.0 0.1 1.4
Cl -0.476 -5.140 -1.159 -0.3 0.3 0.4
Cl -1.003 1.715 -6.450 -0.1 0.4 -0.2
Cl 0.951 -0.833 -5.683 -0.3 0.1 0.3
Cl 0.455 -5.914 1.759 0.7 0.4 0.1
Cl 0.908 -2.311 4.775 -0.3 -1.4 0.0
P -5.885 -2.281 0.624 0.6 -2.1 -0.9
P 0.299 5.112 -3.871 -1.1 0.8 -1.8
P 3.739 3.902 1.177 0.1 2.6 -1.3
P 5.095 -3.111 2.316 -0.6 -1.9 1.8
P -5.006 3.223 -1.530 -0.2 1.2 -0.7
P 1.456 -4.925 -4.534 -1.7 0.4 0.9
O -3.634 2.748 -0.795 -1.5 1.7 -2.2
O 0.233 -4.017 -5.152 -0.6 -1.8 0.4
O 1.836 5.344 -4.151 1.0 -0.4 -0.1
O -5.167 2.223 -2.855 0.7 0.5 2.5
O -5.096 4.700 -1.855 0.5 -3.2 0.9
O 4.880 -2.928 0.713 1.8 -0.1 1.1
O 6.452 -3.309 2.910 -1.2 -0.1 -1.8
O -0.180 4.024 -3.023 0.6 -0.3 -0.3
O 0.695 -6.305 -4.002 1.4 2.6 0.0
O 0.186 3.661 5.396 0.1 -0.3 0.3
O -4.358 -2.568 0.041 -2.0 0.0 2.6
O 3.919 4.719 -0.226 0.7 -0.4 0.9
O 4.050 -4.384 2.676 1.3 1.8 -0.3
O 5.282 3.642 1.612 -3.0 0.8 0.1
O -6.993 -3.109 0.036 1.7 1.2 1.0
O 3.217 5.108 2.102 0.6 0.0 -1.1
O -0.330 4.974 -5.393 0.9 -0.2 1.6
O 2.831 2.749 1.057 0.6 -0.1 0.5
O 4.381 -1.873 3.039 -0.7 -2.0 -2.7
O 2.622 -5.082 -5.420 -0.8 0.0 0.8
O 1.699 -4.025 -3.176 0.4 -2.5 -0.4
O -5.985 -0.756 0.312 -0.9 1.3 -0.2
O -5.704 -2.406 2.234 -0.5 0.0 -1.5
O -0.178 -0.952 0.374 0.7 -0.3 0.1
O -6.191 2.734 -0.490 1.1 -0.5 -0.4
O -0.081 6.552 -3.260 1.4 -0.4 -0.5
N -1.104 2.743 6.992 -1.6 -0.6 1.6
N 1.150 0.783 -0.138 0.7 -0.9 0.8
C 1.289 -4.597 0.831 -0.1 0.1 -1.2
C 6.149 -3.057 -0.052 -0.1 -0.3 -0.3
C -6.777 -2.958 3.035 0.6 -0.2 -0.2
C 5.622 2.348 2.107 1.4 -0.2 -0.9
C 0.670 0.955 -1.448 -0.8 1.5 -1.0
C -3.300 1.396 -0.599 0.1 -0.8 1.8
C -1.265 7.217 -3.587 -1.9 0.3 -0.4
C 1.394 -7.457 -3.453 -0.6 0.0 -0.7
C -3.217 -2.566 0.983 0.3 0.1 -0.8
C 1.180 -4.880 5.949 -0.1 0.2 -1.2
C 0.237 -3.926 -0.031 -0.2 -0.3 0.2
C -1.144 -4.348 -4.726 0.1 -0.9 0.6
C 0.857 -4.166 4.640 -1.5 0.3 0.5
C 2.843 5.036 3.469 -1.2 -1.1 0.2
C -0.759 1.495 4.959 -0.6 0.2 0.4
C 4.671 -1.673 4.380 1.0 0.8 1.9
C 1.768 -0.515 1.783 -0.2 -0.3 -0.4
C 2.859 4.844 -1.221 -0.4 -1.4 1.4
C -0.103 5.878 -6.498 -0.6 0.3 1.0
C 2.546 -2.926 -3.280 0.1 2.3 -0.6
C -0.454 -0.287 -4.730 -0.6 1.4 0.6
C 0.826 -0.266 0.604 -1.0 -0.6 1.2
C -6.466 1.867 -3.343 -0.6 1.3 0.7
C 2.775 4.416 -4.815 -0.9 0.8 -0.3
C -0.527 2.751 5.801 1.0 -0.2 -1.6
C -0.793 3.615 8.096 0.4 0.5 -0.5
C -0.607 1.275 -4.788 0.2 -1.0 0.7
C 4.435 -5.728 2.231 0.0 1.7 0.5
C -6.517 3.566 0.642 -0.2 1.0 -0.3
C -7.210 -0.075 -0.143 1.0 -0.6 -0.2
H 1.136 -8.176 -4.230 0.7 -0.6 0.5
H -0.700 4.635 7.726 -0.1 0.1 0.3
H 6.515 -4.083 -0.097 -0.4 -0.2 0.4
H 1.500 -4.421 3.797 0.0 0.0 0.4
H 2.462 -7.339 -3.272 0.0 0.3 -0.6
H -1.582 3.520 8.842 0.2 0.1 0.0
H 6.974 -2.473 0.358 -0.4 0.3 0.1
H -1.968 2.231 7.101 0.5 -0.4 -0.2
H 1.939 -2.054 -3.036 -0.1 0.2 -0.1
H -2.594 0.906 -1.270 -0.3 0.6 -0.7
H -1.359 0.726 5.446 -0.3 0.2 0.3
H -1.982 7.223 -2.767 0.1 -0.7 0.2
H 3.639 -6.363 2.621 0.1 -0.1 -0.6
H 3.413 -2.816 -2.628 0.0 -1.1 0.4
H 4.518 -5.599 1.152 -0.1 -1.0 -0.1
H -2.844 -3.583 1.103 0.3 0.0 -0.9
H -1.945 -3.782 -5.201 0.8 0.4 -0.5
H 0.537 -3.114 -0.693 0.5 -0.1 0.4
H -4.204 0.806 -0.449 0.1 -0.2 -0.1
H 1.744 -3.831 1.459 -0.1 -0.4 0.4
H 6.459 2.213 1.422 0.3 -1.3 0.6
H 0.241 1.860 -4.431 0.5 -0.5 -0.5
H 1.415 0.747 -2.216 0.3 0.2 0.0
H 0.175 3.312 8.496 -0.1 0.1 0.3
H -6.287 -3.758 3.590 -0.3 0.3 0.5
H -6.766 3.153 1.620 0.2 -1.6 -0.4
H 1.753 1.446 0.327 0.3 0.3 -0.6
H 0.531 5.500 -7.299 -0.1 -0.5 0.2
H 1.289 -0.505 2.762 -0.2 0.2 -0.2
H 0.971 -7.760 -2.495 -0.4 0.3 -0.1
H -1.222 8.285 -3.803 1.2 0.0 -0.2
H 3.920 -1.961 5.115 -0.9 0.5 -0.7
H 0.184 0.973 4.801 0.1 0.5 -0.6
H -7.176 2.370 -2.687 -0.4 0.1 -0.3
H 0.349 1.997 -1.474 0.0 0.1 -0.9
H 2.283 3.472 -5.049 0.3 -0.2 0.7
H -0.412 -0.638 -3.699 0.7 0.1 0.0
H 2.916 -2.754 -4.291 0.0 -0.2 -0.1
H 2.172 5.634 -0.918 0.1 0.1 -0.2
H -1.347 1.673 -4.093 -0.6 -0.5 -0.3
H 2.363 3.877 -1.140 -0.6 0.2 -0.4
H 4.868 1.572 1.973 -0.1 0.3 -0.1
H 2.624 0.159 1.750 -0.1 0.0 0.1
H -7.564 -3.434 2.451 0.1 0.3 -0.3
H -1.309 1.828 4.079 0.6 -0.4 -0.4
H 5.966 2.378 3.140 -0.2 0.2 0.0
H 5.496 -2.271 4.768 0.6 0.2 -0.6
H -8.056 -0.762 -0.160 0.1 0.1 0.4
H 0.462 -4.746 6.758 0.1 0.4 -0.2
H 3.698 4.422 -4.235 -0.4 -0.6 0.2
H -0.200 0.361 -1.728 0.0 -0.2 0.7
H -7.445 4.057 0.350 0.4 0.7 0.1
H -7.008 0.218 -1.173 -0.1 0.1 0.2
H 3.050 4.806 -5.795 -0.2 0.5 0.0
H -2.570 -1.842 0.487 0.7 -0.6 0.3
H 3.090 5.911 4.070 1.0 -0.2 -0.4
H 2.141 -1.533 1.672 0.1 0.0 -0.1
H 5.383 -5.990 2.700 0.0 -0.1 -0.2
H -6.538 2.287 -4.346 -0.2 -0.4 0.0
H -7.159 -2.133 3.636 -0.1 -0.4 0.2
H 1.757 5.027 3.553 -0.1 -0.3 -0.3
H -2.768 1.457 0.351 0.0 -0.5 0.2
H -0.177 -4.464 4.463 0.0 0.5 -0.7
H 3.176 4.060 3.822 0.2 0.4 0.8
H 0.355 6.797 -6.133 -0.1 0.2 -0.1
H -3.301 -2.289 2.034 -1.2 0.6 -0.2
H -1.298 -4.280 -3.649 0.5 0.6 0.1
H 2.049 -5.053 0.198 0.0 -0.2 0.3
H -0.453 -3.511 0.704 -0.7 -0.1 -0.7
H -6.734 0.814 -3.254 0.8 -0.1 -0.3
H 1.256 -5.948 5.745 -0.1 0.0 -0.1
H -7.316 0.818 0.473 -0.2 -0.4 -0.1
H 3.195 4.945 -2.253 0.6 0.3 0.6
H -5.679 4.211 0.906 -0.2 0.5 -0.5
H -1.377 -0.755 -5.071 0.2 0.1 -0.6
H -1.358 -5.406 -4.880 0.2 0.0 -0.6
H -1.706 6.745 -4.464 -0.3 0.1 0.1
H 5.961 -2.800 -1.095 -0.4 0.4 0.3
H -1.133 6.036 -6.816 0.4 0.4 -0.6
H 4.926 -0.614 4.340 0.0 0.0 1.2



Copy entry 1 word for word.
60
Properties=species:S:1:pos:R:3:forces:R:3 method="wB97M-V/def2-TZVPD" gap_ev=6.8 total_energy_ev=-181675.407 homo_ev=-8.34 molar_mass_g_mol=994.44
Pd -1.133 0.263 1.013 -0.3 -0.1 -0.3
Ge -4.169 -0.101 -0.441 -0.1 0.1 -0.2
Cl 1.301 -0.810 0.584 0.3 -0.2 0.2
Cl 1.225 1.116 5.701 0.0 0.0 0.0
S -2.103 -0.206 -1.090 -0.1 0.1 0.1
S -0.429 0.486 3.165 0.2 0.0 0.1
F -2.298 -1.642 1.671 -0.1 -0.2 0.0
F -7.389 4.126 -1.144 0.0 0.0 0.0
F -5.560 -3.007 4.728 0.0 0.0 0.0
F -7.501 -1.878 3.208 0.0 0.0 0.0
F -4.526 1.044 -3.238 0.0 0.0 0.0
F -4.060 4.506 2.156 0.0 0.0 0.0
F -3.345 1.982 1.729 0.0 0.0 -0.1
F -7.010 -3.765 -3.059 0.0 0.0 0.0
F -6.927 -2.353 -5.381 0.0 0.0 0.0
F -2.963 -2.872 3.937 0.0 0.0 0.0
F -6.099 5.614 0.724 0.0 0.0 0.0
F -6.858 -0.622 0.914 0.0 0.0 0.0
F -6.667 1.630 -1.619 0.0 0.0 0.0
F -5.869 -2.798 -0.851 0.0 0.0 0.0
F -5.673 0.059 -5.454 0.0 0.0 0.0
N -0.620 2.194 0.509 -0.1 0.5 0.1
N 2.483 5.346 2.297 0.1 0.0 0.0
C -4.572 -1.084 1.202 0.2 -0.1 0.2
C 1.630 4.838 1.721 0.0 0.0 0.0
C -5.182 -0.820 -1.955 0.1 -0.2 0.0
C -3.617 -1.671 2.011 0.0 0.0 0.0
C -1.375 2.886 -0.360 0.1 0.0 0.1
C -6.362 -1.864 -4.283 0.0 0.0 0.1
C 0.569 4.204 0.990 0.1 0.0 0.0
C -1.214 4.243 -0.574 0.0 0.0 0.0
C 1.301 0.143 3.163 0.0 0.0 0.1
C 3.391 0.188 4.440 0.0 0.0 0.0
C -5.241 -2.391 3.599 0.1 0.0 -0.1
C 4.085 -0.362 3.375 0.0 0.0 0.0
C -6.231 -1.811 2.820 0.0 0.0 0.0
C 2.036 0.432 4.327 -0.1 0.0 0.1
C -0.232 4.925 0.114 0.0 0.0 0.0
C -5.143 -0.147 -3.163 0.0 0.1 -0.1
C -6.405 -2.579 -3.099 0.0 0.1 0.0
C -4.683 3.800 1.213 -0.1 -0.1 -0.1
C -5.719 4.364 0.490 0.0 0.0 0.0
C 2.054 -0.404 2.118 -0.2 0.0 -0.2
C -6.369 3.603 -0.467 0.0 0.0 0.1
C -5.957 2.301 -0.706 0.0 0.0 0.0
C -3.916 -2.321 3.195 -0.1 0.0 0.0
C -4.315 2.492 0.947 0.0 0.0 0.1
C -5.878 -1.170 1.646 -0.1 0.0 0.0
C -4.894 1.706 -0.037 -0.1 0.2 0.0
C 0.343 2.847 1.170 0.0 -0.1 -0.2
C -5.810 -2.050 -1.964 -0.1 -0.1 0.0
C 3.412 -0.661 2.205 0.0 0.1 0.1
C -5.723 -0.633 -4.318 0.0 -0.1 0.0
H 5.146 -0.552 3.458 0.0 0.0 0.0
H -1.859 4.747 -1.279 0.0 0.0 0.0
H -2.115 2.315 -0.899 0.0 0.0 0.0
H 0.953 2.280 1.853 0.0 0.0 0.0
H 3.891 0.435 5.365 0.0 0.0 0.0
H 3.922 -1.089 1.355 0.0 0.0 0.0
H -0.075 5.986 -0.024 0.0 0.0 0.0